Entry 1:
{
  "formula": "C6H9NS",
  "method": "the ωB97M-V functional and the def2-TZVPD basis",
  "symbols": ["C", "C", "C", "C", "C", "C", "H", "H", "H", "H", "H", "H", "H", "H", "H", "N", "S"],
  "xyz": [[-0.236493, -0.863991, 0.617281], [0.606437, -0.798307, -0.586594], [1.777807, 0.095888, -0.230589], [1.494861, 1.331324, 0.102603], [-0.107344, 1.570111, 0.166564], [-0.576616, 0.082372, -0.440983], [-1.752812, -1.340604, 2.054344], [-2.431148, -1.892107, 0.290824], [0.339926, -0.496084, 1.483624], [0.808919, -1.666233, -1.248864], [2.747765, -0.345045, -0.197876], [2.253574, 1.954494, 0.364512], [-0.493880, 1.659726, 1.202949], [-0.124695, 2.667852, -0.356597], [-1.095289, -0.168744, -2.729005], [-1.293038, -1.799621, 0.974207], [-1.917972, 0.008969, -1.466400]],
  "forces_ev_per_a": [[-2.340, -1.112, 1.477], [2.206, -0.457, -0.215], [-0.278, -1.525, -0.901], [-4.033, -1.731, 0.307], [3.086, 1.131, -1.980], [1.764, 4.885, 1.093], [1.775, -1.854, -4.369], [4.997, 1.053, 2.197], [-0.964, -0.143, -0.208], [-0.722, 0.908, 0.138], [0.742, -0.041, -0.224], [1.635, 2.212, 0.915], [0.292, 0.011, -0.663], [-1.170, -2.828, 0.694], [-1.815, 0.367, 2.396], [-5.115, -0.182, 2.965], [-0.060, -0.698, -3.622]],
  "nbo_charge": [-0.054, -0.286, -0.189, -0.190, -0.428, -0.263, 0.356, 0.386, 0.221, 0.245, 0.209, 0.204, 0.212, 0.223, 0.153, -0.850, 0.051],
  "e_tot_ha": -686.75449,
  "orbital_gap_ev": 9.08,
  "de_lowest_kj_mol": 546.96
}

Entry 2:
{
  "formula": "C5H13NO3S",
  "method": "the ωB97M-V functional and the def2-TZVPD basis",
  "symbols": ["C", "C", "C", "C", "C", "N", "O", "O", "O", "S", "H", "H", "H", "H", "H", "H", "H", "H", "H", "H", "H", "H", "H"],
  "xyz": [[1.730230, -0.669552, 1.400858], [2.141084, -1.277698, -0.848640], [2.139990, 1.055610, -0.267018], [-1.853593, -0.033315, -0.635471], [-1.807422, 0.750595, 0.566458], [1.564081, -0.273770, 0.084041], [-4.183907, 0.999834, -0.538471], [-4.190533, -1.360568, 0.405544], [-2.411681, 1.862937, 0.796055], [-3.963257, -0.426767, -0.706279], [1.109304, 0.037987, 1.916856], [1.271622, -1.728703, 1.423978], [2.728053, -0.681639, 1.777723], [3.114325, -0.871128, -1.277225], [2.310473, -2.194947, -0.364824], [1.301580, -1.357567, -1.661683], [1.912468, 1.096886, -1.334300], [1.540410, 1.693483, 0.248625], [3.172577, 1.262388, -0.168225], [-1.167930, -0.775941, -0.878895], [-2.007021, 0.641200, -1.559945], [-1.318456, 0.277275, 1.479631], [-3.132391, 1.973393, 0.141211]],
  "forces_ev_per_a": [[-1.902, -1.844, 0.891], [-1.390, 2.481, -2.164], [-1.504, -2.915, -1.865], [-0.755, 4.723, -0.493], [1.531, -2.850, -0.151], [2.094, 0.223, -3.028], [-1.859, 0.948, 0.196], [-0.173, 1.423, -0.806], [0.868, -0.078, 0.692], [0.332, -2.392, 0.359], [-0.161, 0.026, 1.362], [0.675, 1.580, 0.749], [1.061, -0.072, 0.480], [-1.118, -0.831, 0.236], [0.120, -1.265, 0.439], [2.022, -0.343, 0.920], [0.020, 0.671, -0.001], [-1.348, 2.566, 1.357], [1.411, -0.280, 0.649], [1.000, -1.482, 0.499], [0.216, -1.090, 1.415], [-0.568, 0.861, -1.138], [-0.570, -0.062, -0.599]],
  "nbo_charge": [-0.399, -0.424, -0.416, -0.715, 0.379, -0.442, -0.998, -0.911, -0.601, 1.646, 0.188, 0.191, 0.164, 0.184, 0.197, 0.196, 0.196, 0.193, 0.176, 0.248, 0.235, 0.187, 0.527],
  "e_tot_ha": -876.83423,
  "orbital_gap_ev": 8.21,
  "de_lowest_kj_mol": 313.44
}

Entry 3:
{
  "formula": "C4H9NO",
  "method": "the ωB97M-V functional and the def2-TZVPD basis",
  "symbols": ["C", "O", "C", "C", "C", "N", "H", "H", "H", "H", "H", "H", "H", "H", "H"],
  "xyz": [[-1.761893, 0.118585, -1.417853], [-0.824712, -0.147201, -0.403391], [0.221945, 0.804493, -0.352945], [1.486389, 0.329303, 0.345293], [0.970144, -0.518220, 1.869471], [1.481185, -1.089342, 0.618420], [-1.273093, 0.181574, -2.402513], [-2.301310, 1.060507, -1.237715], [-2.478839, -0.705871, -1.429631], [-0.127553, 1.750230, 0.089305], [0.561186, 1.039012, -1.376554], [1.332461, 0.622918, 1.708752], [-0.107608, -0.556864, 2.009437], [1.575869, -0.784267, 2.736720], [0.672867, -1.513127, 0.155689]],
  "forces_ev_per_a": [[-0.200, 0.036, -0.192], [0.029, -0.040, 0.060], [0.156, 0.182, 0.012], [-0.088, -0.014, -0.200], [-0.140, -0.150, 0.290], [-0.069, -0.025, -0.155], [-0.071, -0.017, 0.154], [0.084, -0.127, -0.001], [0.090, 0.131, 0.008], [0.067, -0.130, -0.062], [-0.013, -0.051, 0.123], [-0.060, 0.101, 0.102], [0.164, 0.001, -0.058], [-0.077, 0.092, -0.128], [0.129, 0.012, 0.046]],
  "nbo_charge": [-0.243, -0.570, -0.183, -0.006, -0.381, -0.626, 0.168, 0.168, 0.195, 0.189, 0.200, 0.277, 0.220, 0.231, 0.362],
  "e_tot_ha": -287.62484,
  "orbital_gap_ev": 8.87,
  "de_lowest_kj_mol": 545.09
}

Entry 4:
{
  "formula": "C26H32IrO2PS2",
  "method": "the ωB97M-V functional and the def2-TZVPD basis",
  "symbols": ["Ir", "C", "O", "C", "C", "O", "C", "H", "H", "H", "H", "H", "H", "H", "H", "H", "H", "S", "P", "S", "C", "C", "C", "C", "C", "C", "C", "C", "C", "C", "C", "C", "H", "H", "H", "H", "H", "H", "H", "H", "H", "H", "C", "C", "C", "C", "C", "C", "C", "C", "C", "C", "H", "H", "H", "H", "H", "H", "H", "H", "H", "H", "H", "H"],
  "xyz": [[-0.081723, -0.521888, -0.745407], [0.643420, -2.160244, 2.185996], [0.717557, -0.872604, 1.576326], [0.206749, 0.185742, 2.386804], [-1.257112, 0.454253, 2.067738], [-1.394739, 0.970841, 0.751989], [-1.272526, 2.387257, 0.659952], [1.064015, -2.114666, 3.192169], [1.235781, -2.840323, 1.581651], [-0.383532, -2.528620, 2.239626], [0.812279, 1.063233, 2.151403], [0.320957, -0.055774, 3.445600], [-1.691853, 1.139521, 2.800120], [-1.816033, -0.484051, 2.079332], [-2.049583, 2.865319, 1.260568], [-1.416597, 2.644621, -0.385166], [-0.291854, 2.735438, 0.995366], [-0.085820, -3.024556, -0.940349], [-1.724921, -2.745074, -2.098977], [-2.249440, -0.785334, -1.904900], [-3.092046, -3.822797, -1.629558], [-2.845215, -5.117952, -1.187274], [-3.916256, -5.959486, -0.932549], [-5.216216, -5.511652, -1.125666], [-5.457771, -4.212087, -1.548651], [-4.394869, -3.360073, -1.798921], [-1.360848, -3.071585, -3.843531], [-0.227942, -2.472493, -4.388717], [0.018225, -2.584020, -5.745097], [-0.865136, -3.289341, -6.553361], [-1.981048, -3.901724, -6.003794], [-2.237000, -3.794563, -4.644567], [-1.826380, -5.456871, -1.045004], [-3.735414, -6.968636, -0.587999], [-6.047260, -6.179044, -0.941207], [-6.471915, -3.863908, -1.689251], [-4.561354, -2.340524, -2.123694], [0.441754, -1.921959, -3.739020], [0.892113, -2.111750, -6.174075], [-0.683174, -3.358541, -7.617421], [-2.664119, -4.452156, -6.636467], [-3.112148, -4.260418, -4.210505], [0.139699, 2.492347, -2.760444], [1.419529, 1.642038, -2.629853], [1.509218, 0.751746, -3.898101], [1.333004, 0.804544, -1.411506], [2.689122, 2.498000, -2.589656], [3.911524, 1.875777, -2.329253], [5.100108, 2.582794, -2.373517], [5.092082, 3.935203, -2.684037], [3.884701, 4.567755, -2.932489], [2.692298, 3.859027, -2.880300], [-0.737642, 1.854850, -2.647171], [0.104505, 2.955201, -3.745292], [0.112882, 3.268141, -1.995708], [0.564712, 0.226050, -4.044437], [2.312961, 0.021403, -3.812071], [1.705580, 1.387965, -4.758994], [2.090359, 0.994740, -0.645047], [3.935609, 0.816989, -2.091169], [6.037438, 2.081316, -2.172030], [6.018106, 4.490852, -2.739454], [3.862394, 5.621841, -3.175855], [1.767840, 4.381628, -3.080034]],
  "forces_ev_per_a": [[1.570, 0.583, -0.751], [-0.012, -0.214, 0.051], [0.397, 0.461, -0.437], [-0.301, 0.168, -0.079], [0.283, -0.148, 0.110], [-0.026, -0.040, -0.102], [-0.085, 0.061, 0.025], [0.041, 0.063, -0.040], [-0.017, 0.003, -0.002], [-0.009, 0.049, -0.057], [-0.016, 0.007, 0.103], [0.089, -0.034, -0.025], [-0.021, 0.010, -0.028], [-0.037, 0.039, 0.086], [0.009, -0.023, 0.008], [0.023, 0.011, 0.034], [0.021, -0.021, -0.038], [-0.206, 0.834, 0.003], [0.034, -0.395, -0.466], [1.357, 0.588, 0.201], [0.115, 0.339, -0.059], [0.019, 0.052, -0.030], [0.037, -0.063, -0.009], [-0.003, 0.003, 0.024], [-0.041, 0.024, -0.032], [0.097, -0.041, 0.008], [-0.071, 0.057, 0.332], [-0.029, -0.075, -0.010], [0.043, 0.076, 0.063], [-0.029, -0.029, -0.006], [-0.033, 0.004, -0.071], [0.018, 0.035, 0.078], [-0.015, -0.049, 0.011], [-0.006, -0.004, -0.004], [-0.002, 0.000, 0.024], [-0.009, -0.002, 0.015], [-0.111, -0.022, -0.021], [0.047, -0.051, -0.075], [0.009, -0.016, -0.018], [0.019, -0.029, 0.000], [0.011, -0.019, 0.001], [-0.013, -0.018, -0.055], [-0.035, -0.194, 0.250], [0.449, 0.114, -0.561], [-0.213, -0.243, 0.212], [-3.697, -1.665, 1.560], [0.148, 0.023, 0.004], [-0.111, 0.010, 0.015], [0.074, 0.024, 0.020], [-0.076, 0.046, -0.042], [0.061, 0.044, 0.011], [-0.071, -0.149, 0.006], [0.026, -0.005, -0.062], [0.046, 0.058, -0.001], [-0.049, 0.044, -0.043], [0.016, 0.021, -0.027], [0.036, -0.002, -0.042], [0.000, 0.038, 0.003], [0.219, -0.295, -0.041], [0.023, -0.023, -0.040], [-0.011, -0.029, 0.000], [0.013, -0.006, 0.030], [0.020, 0.007, 0.015], [-0.013, 0.011, -0.031]],
  "mulliken_spin": [0.830, 0.002, 0.005, 0.002, 0.002, 0.046, -0.009, 0.000, 0.000, 0.000, -0.003, 0.001, 0.000, -0.002, -0.001, 0.002, 0.001, 0.092, -0.004, 0.020, -0.010, 0.007, 0.003, 0.000, 0.001, -0.004, 0.014, -0.001, -0.001, 0.000, 0.000, -0.001, -0.001, 0.000, 0.000, 0.000, 0.002, -0.001, 0.000, 0.000, 0.000, 0.000, 0.050, 0.007, -0.012, -0.010, -0.011, 0.002, -0.001, 0.001, 0.000, 0.001, -0.027, 0.002, 0.006, -0.004, -0.001, 0.001, 0.009, -0.003, 0.000, 0.000, 0.000, 0.000],
  "e_tot_ha": -2402.18418,
  "orbital_gap_ev": [6.40, 7.22],
  "de_lowest_kj_mol": 201.26,
  "total_charge": 1,
  "spin_multiplicity": 2
}